{"formula": "C24H20BrN4O5RhS", "method": "ωB97M-V/def2-TZVPD", "species": ["Rh", "C", "C", "O", "C", "C", "C", "N", "N", "C", "O", "C", "C", "C", "C", "C", "C", "H", "H", "H", "H", "H", "H", "H", "H", "H", "H", "H", "H", "O", "C", "N", "S", "O", "O", "C", "C", "C", "C", "C", "C", "H", "H", "H", "H", "Br", "C", "C", "C", "C", "N", "C", "H", "H", "H", "H"], "xyz": [[-0.641, 0.711, -1.782], [-0.480, 5.104, -2.225], [-0.817, 3.788, -1.558], [-1.087, 2.809, -2.293], [-0.774, 3.771, -0.145], [-1.139, 2.695, 0.659], [-1.091, 2.777, 2.152], [-1.555, 1.566, 0.104], [-2.045, 0.581, 0.789], [-2.371, -0.504, 0.053], [-2.448, -0.462, -1.196], [-2.551, -1.768, 0.779], [-2.976, -2.884, 0.060], [-3.007, -4.125, 0.664], [-2.609, -4.261, 1.985], [-2.185, -3.153, 2.703], [-2.151, -1.905, 2.107], [-0.665, 5.028, -3.292], [0.568, 5.338, -2.055], [-1.073, 5.914, -1.811], [-0.475, 4.685, 0.346], [-0.591, 3.684, 2.477], [-0.573, 1.896, 2.537], [-2.108, 2.754, 2.544], [-3.267, -2.753, -0.971], [-3.334, -4.987, 0.104], [-2.631, -5.234, 2.454], [-1.868, -3.261, 3.730], [-1.786, -1.038, 2.637], [-0.001, -1.528, -1.910], [0.419, -1.514, -0.741], [0.514, -0.383, -0.063], [1.299, -0.575, 1.370], [0.489, -0.132, 2.471], [2.602, 0.026, 1.284], [1.408, -2.365, 1.247], [1.919, -3.320, 2.094], [1.841, -4.654, 1.704], [1.258, -5.006, 0.494], [0.764, -4.033, -0.365], [0.857, -2.706, 0.022], [2.368, -3.042, 3.034], [2.234, -5.422, 2.356], [1.193, -6.048, 0.213], [0.308, -4.277, -1.311], [3.287, 4.116, 0.430], [2.814, 3.105, -1.092], [3.383, 3.373, -2.329], [2.946, 2.622, -3.411], [1.977, 1.654, -3.213], [1.450, 1.405, -2.014], [1.862, 2.112, -0.964], [4.134, 4.137, -2.441], [3.358, 2.792, -4.392], [1.609, 1.044, -4.027], [1.442, 1.851, -0.001]], "forces_ev_per_a": [[-1.4565, 1.0497, 1.7872], [-0.1337, -0.2643, -0.2016], [0.3010, 0.6891, 1.9514], [-0.2088, -1.7419, -1.2729], [0.2724, 0.5315, -1.0884], [-0.5650, -0.8114, -0.7544], [-0.1900, -0.2734, 0.0165], [2.6408, 0.5254, -0.5789], [-1.8282, -1.7609, -0.3163], [0.8441, 1.5732, 2.3507], [0.9969, 0.9847, -2.1937], [-0.0889, -0.4455, -0.0476], [-0.0099, 0.2502, 0.0169], [-0.0185, -0.1115, 0.0478], [-0.0230, -0.0174, -0.0040], [0.0230, 0.0033, 0.0963], [-0.1107, 0.0875, -0.1523], [0.0143, 0.0235, -0.1014], [0.1602, 0.0318, -0.0092], [-0.0548, 0.0381, 0.0634], [0.0296, 0.0260, 0.0384], [0.0093, 0.0791, -0.0597], [-0.0428, 0.0850, 0.0198], [-0.0175, 0.0151, 0.0940], [0.0211, -0.0264, -0.0850], [-0.0403, -0.0921, -0.0401], [0.0209, -0.0958, 0.0654], [0.0206, -0.0207, 0.0590], [0.0055, -0.0009, 0.0526], [-0.2098, 0.4043, -0.5850], [0.4259, -0.1550, 0.4659], [0.5182, -0.5755, 0.7905], [-0.0612, -0.0167, -0.1601], [-0.1311, -0.3240, 0.0519], [0.2278, -0.1270, -0.1081], [-0.2580, 0.3621, -0.3840], [0.1134, 0.0173, 0.2387], [-0.0277, 0.1693, 0.0170], [-0.0306, -0.0497, -0.0867], [0.0299, 0.2499, 0.0707], [0.0834, -0.5942, -0.0063], [0.0391, 0.0145, 0.1418], [0.0009, -0.0182, 0.0198], [0.0033, -0.0222, 0.0118], [-0.0198, -0.0731, -0.1041], [-0.0187, -0.1037, -0.0962], [0.2905, 0.1951, -0.0406], [-0.3876, -0.2600, 0.2371], [0.0682, -0.1650, 0.1155], [0.0738, -0.0285, -0.2836], [-1.3886, 0.4852, -0.0346], [0.0626, -0.0711, 0.3486], [0.0626, 0.1169, 0.0022], [-0.0067, -0.0562, -0.1097], [-0.0525, 0.0882, -0.0669], [0.0214, 0.2068, -0.1993]], "total_charge": 0, "homo_energy_ha": [-0.25735, -0.25713], "total_energy_ha": -4604.4282, "orbital_gap_ev": [5.13, 5.14]}